# 1
C6H12O | the ωB97M-V functional and the def2-TZVPD basis

The geometry in XYZ format:
```
19
Properties=species:S:1:pos:R:3
C -0.9229 1.1724 -2.4437
C -0.4965 -0.1247 -1.7622
O -0.7483 -0.1351 -0.3671
C 0.1260 0.5921 0.4396
C -0.2941 0.6281 1.8588
C 0.9000 -0.2104 1.6266
C 0.9000 -1.6997 1.5382
H -0.3491 2.0210 -2.0583
H -1.9853 1.3705 -2.2659
H -0.7620 1.1133 -3.5277
H 0.5668 -0.3359 -1.9478
H -1.0726 -0.9697 -2.1569
H 1.1259 0.7820 0.1081
H -1.1989 0.0387 2.0029
H -0.2418 1.5246 2.4640
H 1.8393 0.2664 1.9428
H 1.8800 -2.0713 1.2071
H 0.6549 -2.1595 2.4967
H 0.1521 -1.9883 0.7897
```

Computed properties:
**HOMO-LUMO gap**: 9.15 eV
**SMILES string**: CCO[C@H]1C[C@H]1C
**Molecular weight**: 100.16 g mol⁻¹
**LUMO**: 0.043 hartree
**E**: -310.953630 Ha
**Strongest force on any atom**: 0.0455 hartree/bohr


# 2
C6H12O | the ωB97M-V functional and the def2-TZVPD basis

The geometry in XYZ format:
```
19
Properties=species:S:1:pos:R:3
C 3.0089 0.5201 0.2986
C 1.9194 -0.1169 -0.5426
O 0.7549 -0.0451 0.2107
C -0.3213 -0.8917 -0.1325
C -1.5787 -0.3140 0.4588
C -2.8078 -0.2225 -0.3982
C -2.0449 1.0235 -0.0400
H 3.9973 0.4111 -0.1559
H 2.8085 1.5842 0.4654
H 3.0076 0.0206 1.2711
H 2.1985 -1.1493 -0.7994
H 1.8085 0.4315 -1.4972
H -0.4553 -0.9648 -1.2228
H -0.1705 -1.9232 0.2364
H -1.7262 -0.4882 1.5234
H -2.7068 -0.5784 -1.4221
H -3.7793 -0.4177 0.0419
H -1.4495 1.5118 -0.8012
H -2.4805 1.7129 0.6797
```

Computed properties:
**HOMO-LUMO gap**: 10.86 eV
**SMILES string**: CCOCC1CC1
**Molecular weight**: 100.16 g mol⁻¹
**LUMO**: 0.044 hartree
**E**: -311.000575 Ha
**Strongest force on any atom**: 0.0182 hartree/bohr


# 3
C6H12O | the ωB97M-V functional and the def2-TZVPD basis

The geometry in XYZ format:
```
19
Properties=species:S:1:pos:R:3
C 2.6175 0.8775 -0.0149
C 1.6246 -0.2926 -0.1194
O 0.5133 -0.2252 0.7897
C -0.5863 -1.0640 0.4572
C -1.9393 -0.8124 1.0857
C -1.7265 -0.4759 -0.3621
C -1.4141 0.9626 -0.6851
H 3.0341 1.0091 0.9889
H 2.2023 1.8372 -0.3436
H 3.4679 0.6630 -0.6813
H 2.1769 -1.2199 0.0850
H 1.2654 -0.3362 -1.1575
H -0.2933 -2.1001 0.3082
H -2.1107 0.0190 1.7652
H -2.5477 -1.6895 1.3168
H -2.2822 -1.0693 -1.0954
H -1.1237 1.0523 -1.7344
H -2.2080 1.6709 -0.4407
H -0.5392 1.2072 -0.0770
```

Computed properties:
**HOMO-LUMO gap**: 10.55 eV
**SMILES string**: CCO[C@H]1C[C@H]1C
**Molecular weight**: 100.16 g mol⁻¹
**LUMO**: 0.043 hartree
**E**: -310.991790 Ha
**Strongest force on any atom**: 0.0118 hartree/bohr


# 4
C6H12O | the ωB97M-V functional and the def2-TZVPD basis

The geometry in XYZ format:
```
19
Properties=species:S:1:pos:R:3
C -0.2030 2.0988 0.6603
C -0.3700 0.6128 0.8983
O -1.7383 0.2046 0.6969
C -1.5376 -0.4889 -0.4996
C 0.2331 -0.3000 -0.1688
C 0.0298 -1.7205 0.0547
C 1.3289 0.0480 -0.9639
H -0.8171 2.6572 1.3731
H 0.8419 2.3974 0.7926
H -0.5180 2.3677 -0.3535
H -0.0566 0.3488 1.9181
H -1.6476 0.1127 -1.4102
H -2.1710 -1.3736 -0.5674
H 1.7449 -1.8671 0.3368
H 0.0723 -2.3913 -0.7996
H -0.4905 -2.0839 0.9362
H 2.1144 -1.1271 -0.0046
H 1.6141 1.0895 -1.0827
H 1.5701 -0.5853 -1.8166
```

Computed properties:
**HOMO-LUMO gap**: 8.73 eV
**Molecular weight**: 100.16 g mol⁻¹
**LUMO**: 0.030 hartree
**E**: -310.821253 Ha
**Strongest force on any atom**: 0.0112 hartree/bohr


# 5
C6H12O | the ωB97M-V functional and the def2-TZVPD basis

The geometry in XYZ format:
```
19
Properties=species:S:1:pos:R:3
C 1.6891 0.5188 -1.1207
C 1.5964 -0.1840 0.2381
C 1.0027 0.6697 1.3285
C 0.0791 0.2753 2.2029
O -1.3856 -1.8052 0.4079
C -1.8986 -1.3528 -0.5887
C -2.0396 0.1086 -0.9186
H 2.3254 -0.0456 -1.8112
H 0.7059 0.6313 -1.5917
H 2.1203 1.5217 -1.0181
H 1.0301 -1.1180 0.1486
H 1.4178 1.6763 1.4142
H 2.6122 -0.4642 0.5499
H -0.2618 0.9295 3.0020
H -0.3723 -0.7104 2.1404
H -2.3262 -2.0468 -1.3417
H -1.4555 0.7316 -0.2365
H -1.7386 0.2846 -1.9581
H -3.1008 0.3795 -0.8472
```

Computed properties:
**HOMO-LUMO gap**: 10.35 eV
**SMILES string**: C=CCC.CC=O
**Molecular weight**: 100.16 g mol⁻¹
**LUMO**: 0.038 hartree
**E**: -311.007464 Ha
**Strongest force on any atom**: 0.0121 hartree/bohr


# 6
C6H12O | the ωB97M-V functional and the def2-TZVPD basis

The geometry in XYZ format:
```
19
Properties=species:S:1:pos:R:3
C 1.8659 1.1108 -0.0048
C 0.8681 0.0288 0.3425
C 1.2944 -1.3767 -0.0817
C -0.6366 0.3642 -0.5471
C -1.7214 -0.7373 -0.6690
C -1.9257 0.4165 0.2386
O -1.8485 0.1379 1.6076
H 1.3640 2.0726 0.0932
H 2.7671 1.1056 0.6244
H 2.2005 0.9908 -1.0438
H 0.5259 0.0217 1.3740
H 2.1669 -1.5092 -0.7320
H 0.4056 -1.1533 -0.6801
H 1.1488 -2.2153 0.6120
H -0.6045 1.0197 -1.4358
H -2.3768 -0.8348 -1.5428
H -1.4888 -1.6974 -0.2130
H -2.7103 1.1329 -0.0242
H -1.6048 0.9669 2.0384
```

Computed properties:
**HOMO-LUMO gap**: 10.26 eV
**SMILES string**: CC(C)[C@H]1C[C@H]1O
**Molecular weight**: 100.16 g mol⁻¹
**LUMO**: 0.034 hartree
**E**: -310.932361 Ha
**Strongest force on any atom**: 0.0722 hartree/bohr


# 7
C6H12O | the ωB97M-V functional and the def2-TZVPD basis

The geometry in XYZ format:
```
19
Properties=species:S:1:pos:R:3
C 1.7031 -0.0295 -2.2942
C 1.0329 0.2748 -0.9653
C -0.3172 0.8516 -0.7208
C -1.0710 0.8151 0.3987
C -2.0954 1.7680 0.8662
C -2.3527 1.8072 2.2073
H 1.2575 -0.8985 -2.8880
H 2.7211 -0.3340 -2.2054
H 1.7652 0.8158 -2.8841
H 1.7128 1.0718 -0.4689
H 1.2010 -0.6580 -0.4166
H -0.4069 1.7867 -1.3937
H -0.8763 0.0547 1.2044
H -2.4830 2.4750 0.1654
H -1.6674 1.3475 2.9813
H -3.2279 2.2849 2.6645
H 0.9249 -5.1917 0.9157
H 1.2240 -3.6999 1.2038
O 0.9557 -4.5413 1.6297
```

Computed properties:
**HOMO-LUMO gap**: 9.07 eV
**SMILES string**: C=C/C=C/CC.O
**Molecular weight**: 100.16 g mol⁻¹
**LUMO**: 0.022 hartree
**E**: -310.960757 Ha
**Strongest force on any atom**: 0.0564 hartree/bohr


# 8
C6H12O | the ωB97M-V functional and the def2-TZVPD basis

The geometry in XYZ format:
```
19
Properties=species:S:1:pos:R:3
C 2.5411 -0.3585 0.0834
C 1.4322 0.3635 -0.6949
C 0.1648 0.4690 0.1572
C -1.0851 0.9866 -0.5884
C -2.1989 0.0439 -0.1234
C -1.4203 -1.2310 0.1832
O -0.1958 -0.7912 0.7343
H 2.6799 0.1448 1.0478
H 2.2913 -1.3971 0.3241
H 3.5048 -0.3533 -0.4350
H 1.7557 1.3882 -0.9306
H 1.2057 -0.0814 -1.6761
H 0.4020 1.1182 1.0105
H -1.2843 2.0350 -0.3477
H -0.9720 0.9153 -1.6772
H -2.9761 -0.1048 -0.8783
H -2.6674 0.4216 0.7920
H -1.9270 -1.8750 0.9097
H -1.2290 -1.8243 -0.7251
```

Computed properties:
**HOMO-LUMO gap**: 10.60 eV
**SMILES string**: CC[C@H]1CCCO1
**Molecular weight**: 100.16 g mol⁻¹
**LUMO**: 0.041 hartree
**E**: -311.042437 Ha
**Strongest force on any atom**: 0.0082 hartree/bohr


Question: The highest HOMO-LUMO gap belongs to which entry?
Answer: number 2


Copy entry 4 word for word.
C6H12O | the ωB97M-V functional and the def2-TZVPD basis

The geometry in XYZ format:
```
19
Properties=species:S:1:pos:R:3
C -0.2030 2.0988 0.6603
C -0.3700 0.6128 0.8983
O -1.7383 0.2046 0.6969
C -1.5376 -0.4889 -0.4996
C 0.2331 -0.3000 -0.1688
C 0.0298 -1.7205 0.0547
C 1.3289 0.0480 -0.9639
H -0.8171 2.6572 1.3731
H 0.8419 2.3974 0.7926
H -0.5180 2.3677 -0.3535
H -0.0566 0.3488 1.9181
H -1.6476 0.1127 -1.4102
H -2.1710 -1.3736 -0.5674
H 1.7449 -1.8671 0.3368
H 0.0723 -2.3913 -0.7996
H -0.4905 -2.0839 0.9362
H 2.1144 -1.1271 -0.0046
H 1.6141 1.0895 -1.0827
H 1.5701 -0.5853 -1.8166
```

Computed properties:
**HOMO-LUMO gap**: 8.73 eV
**Molecular weight**: 100.16 g mol⁻¹
**LUMO**: 0.030 hartree
**E**: -310.821253 Ha
**Strongest force on any atom**: 0.0112 hartree/bohr


Question: The lowest E belongs to which entry?
Answer: number 8